{
  "formula": "C41H84ClFNO15P",
  "method": "wB97M-V/def2-TZVPD",
  "gap_ev": 7.74,
  "e_homo_ha": -0.331,
  "lumo_ev": -1.259,
  "smiles": "CCCCc1c(Cl)c(CCCCCOCC)c2c(c1C[C@@H](C)F)C(=O)C(COO)=C(P(=N)(O)O)C2=O.CCO.CCO.CCO.CCO.CCO.CCO.CCO.CCO",
  "symbols": ["C", "C", "C", "C", "C", "C", "Cl", "C", "C", "C", "C", "C", "C", "O", "C", "C", "C", "C", "C", "C", "C", "C", "F", "C", "O", "C", "C", "O", "O", "C", "P", "N", "O", "O", "C", "O", "H", "H", "H", "H", "H", "H", "H", "H", "H", "H", "H", "H", "H", "H", "H", "H", "H", "H", "H", "H", "H", "H", "H", "H", "H", "H", "H", "H", "H", "H", "H", "H", "H", "H", "H", "H", "C", "C", "O", "H", "H", "H", "H", "H", "H", "C", "C", "O", "H", "H", "H", "H", "H", "H", "C", "C", "O", "H", "H", "H", "H", "H", "H", "C", "C", "O", "H", "H", "H", "H", "H", "H", "C", "C", "O", "H", "H", "H", "H", "H", "H", "C", "C", "O", "H", "H", "H", "H", "H", "H", "C", "C", "O", "H", "H", "H", "H", "H", "H", "C", "C", "O", "H", "H", "H", "H", "H", "H"],
  "xyz": [[-3.52, 1.53, -4.32], [-2.27, 1.74, -3.46], [-1.01, 2.05, -4.28], [-0.04, 0.88, -4.46], [0.37, 0.18, -3.19], [-0.23, -1.04, -2.85], [-1.46, -1.69, -3.88], [0.08, -1.78, -1.70], [-0.63, -3.06, -1.40], [-2.09, -2.89, -0.87], [-2.54, -1.49, -0.46], [-1.91, -0.88, 0.78], [-1.94, -1.75, 2.02], [-1.85, -0.99, 3.21], [-0.55, -0.46, 3.42], [-0.66, 0.90, 4.10], [1.08, -1.23, -0.88], [1.69, -0.02, -1.18], [1.34, 0.72, -2.32], [1.99, 2.05, -2.66], [1.40, 3.30, -1.96], [0.31, 3.07, -0.95], [2.45, 4.02, -1.37], [2.71, 0.49, -0.23], [2.92, 1.68, -0.09], [3.46, -0.50, 0.61], [4.84, -0.13, 1.13], [5.32, 1.15, 0.82], [4.90, 2.07, 1.81], [2.86, -1.66, 0.90], [3.60, -2.99, 1.89], [2.93, -4.37, 1.77], [3.63, -2.40, 3.39], [5.16, -2.94, 1.51], [1.49, -1.92, 0.38], [0.75, -2.63, 1.02], [-3.59, 2.28, -5.11], [-3.55, 0.53, -4.74], [-4.42, 1.64, -3.70], [-2.14, 0.86, -2.83], [-2.47, 2.57, -2.78], [-1.31, 2.39, -5.27], [-0.49, 2.90, -3.82], [0.85, 1.25, -4.98], [-0.50, 0.17, -5.14], [-0.68, -3.65, -2.31], [-0.06, -3.64, -0.69], [-2.77, -3.20, -1.67], [-2.23, -3.61, -0.06], [-3.62, -1.54, -0.28], [-2.42, -0.80, -1.30], [-2.47, 0.02, 1.03], [-0.89, -0.54, 0.56], [-2.89, -2.29, 2.07], [-1.13, -2.49, 2.00], [-0.02, -0.32, 2.47], [0.05, -1.14, 4.02], [0.33, 1.36, 4.12], [-1.03, 0.80, 5.12], [-1.31, 1.54, 3.51], [3.05, 2.01, -2.40], [1.93, 2.18, -3.73], [1.03, 3.96, -2.75], [-0.65, 2.97, -1.45], [0.51, 2.23, -0.29], [0.23, 3.96, -0.32], [5.59, -0.81, 0.74], [4.83, -0.26, 2.22], [3.99, 2.29, 1.55], [3.54, -5.09, 1.39], [2.75, -2.09, 3.66], [5.68, -3.16, 2.30], [5.28, -2.32, -3.43], [4.23, -2.41, -2.34], [4.56, -3.37, -1.34], [5.42, -3.29, -3.90], [5.00, -1.60, -4.20], [6.25, -2.02, -3.01], [3.28, -2.73, -2.75], [4.09, -1.43, -1.88], [5.40, -3.11, -0.93], [-7.13, -1.92, 0.89], [-6.48, -0.62, 1.31], [-5.63, -0.11, 0.28], [-6.38, -2.67, 0.64], [-7.76, -2.32, 1.69], [-7.76, -1.78, 0.01], [-5.85, -0.77, 2.18], [-7.24, 0.12, 1.57], [-6.16, 0.05, -0.50], [-3.36, 4.71, 2.73], [-2.21, 5.17, 1.86], [-2.10, 4.40, 0.67], [-3.25, 3.66, 2.99], [-3.41, 5.30, 3.66], [-4.31, 4.83, 2.21], [-1.26, 5.04, 2.39], [-2.31, 6.23, 1.62], [-2.92, 4.51, 0.18], [-3.16, -5.62, -6.45], [-3.77, -4.24, -6.56], [-3.73, -3.53, -5.33], [-3.67, -6.21, -5.68], [-3.22, -6.16, -7.40], [-2.10, -5.56, -6.17], [-4.83, -4.31, -6.83], [-3.27, -3.66, -7.34], [-2.81, -3.44, -5.07], [-8.93, 3.52, 3.03], [-8.96, 2.11, 2.47], [-8.34, 1.17, 3.34], [-7.91, 3.83, 3.23], [-9.39, 4.23, 2.33], [-9.49, 3.57, 3.97], [-8.39, 2.07, 1.53], [-9.99, 1.81, 2.25], [-8.82, 1.18, 4.17], [4.33, 4.45, 5.00], [5.76, 3.93, 5.09], [5.87, 2.59, 4.63], [3.66, 3.81, 5.58], [4.26, 5.47, 5.38], [3.99, 4.45, 3.96], [6.09, 3.92, 6.13], [6.43, 4.58, 4.53], [5.59, 2.57, 3.71], [0.36, -2.64, 8.11], [0.24, -2.08, 6.70], [1.29, -2.54, 5.85], [1.32, -2.37, 8.55], [-0.44, -2.26, 8.75], [0.30, -3.73, 8.10], [0.32, -1.00, 6.71], [-0.73, -2.34, 6.27], [1.24, -3.50, 5.80], [9.07, 0.86, -5.41], [7.75, 0.13, -5.45], [7.91, -1.28, -5.35], [9.72, 0.52, -6.22], [8.93, 1.94, -5.52], [9.59, 0.68, -4.47], [7.24, 0.30, -6.40], [7.09, 0.49, -4.65], [8.34, -1.47, -4.51]]
}



{
  "formula": "C41H91NO24",
  "method": "wB97M-V/def2-TZVPD",
  "gap_ev": 9.60,
  "e_homo_ha": -0.343,
  "lumo_ev": 0.273,
  "smiles": "COC(=O)OC.COC(=O)OC.COC(=O)OC.COCCOCCOC.COCCOCCOC.COCCOCCOC.COCCOCCOC.COCCOCCOC.CC#N",
  "symbols": ["C", "O", "C", "C", "O", "C", "C", "O", "C", "H", "H", "H", "H", "H", "H", "H", "H", "H", "H", "H", "H", "H", "H", "C", "O", "C", "C", "O", "C", "C", "O", "C", "H", "H", "H", "H", "H", "H", "H", "H", "H", "H", "H", "H", "H", "H", "C", "O", "C", "C", "O", "C", "C", "O", "C", "H", "H", "H", "H", "H", "H", "H", "H", "H", "H", "H", "H", "H", "H", "C", "O", "C", "C", "O", "C", "C", "O", "C", "H", "H", "H", "H", "H", "H", "H", "H", "H", "H", "H", "H", "H", "H", "C", "O", "C", "C", "O", "C", "C", "O", "C", "H", "H", "H", "H", "H", "H", "H", "H", "H", "H", "H", "H", "H", "H", "C", "O", "C", "O", "O", "C", "H", "H", "H", "H", "H", "H", "C", "O", "C", "O", "O", "C", "H", "H", "H", "H", "H", "H", "C", "O", "C", "O", "O", "C", "H", "H", "H", "H", "H", "H", "C", "C", "N", "H", "H", "H"],
  "xyz": [[-4.16, -7.87, 1.89], [-3.77, -6.58, 2.18], [-4.81, -5.80, 2.67], [-4.26, -4.44, 2.99], [-3.58, -3.88, 1.84], [-4.34, -3.04, 1.02], [-4.49, -1.66, 1.54], [-5.21, -1.65, 2.74], [-5.15, -0.42, 3.36], [-4.46, -8.40, 2.80], [-3.31, -8.35, 1.41], [-4.98, -7.89, 1.15], [-5.12, -6.24, 3.64], [-5.72, -5.66, 2.06], [-3.48, -4.51, 3.76], [-5.05, -3.80, 3.36], [-5.28, -3.54, 0.74], [-3.77, -2.97, 0.09], [-4.94, -1.12, 0.68], [-3.49, -1.24, 1.69], [-4.14, -0.12, 3.63], [-5.84, -0.38, 4.20], [-5.55, 0.39, 2.69], [2.95, -3.57, -1.06], [2.60, -2.59, -0.12], [1.18, -2.40, 0.07], [0.34, -3.58, 0.33], [0.65, -4.21, 1.51], [-0.26, -5.25, 1.72], [0.20, -6.08, 2.88], [1.19, -7.04, 2.58], [0.74, -8.07, 1.81], [3.01, -3.16, -2.08], [2.39, -4.50, -1.00], [3.99, -3.81, -0.80], [0.81, -1.78, -0.76], [1.09, -1.81, 0.99], [0.35, -4.33, -0.48], [-0.70, -3.19, 0.32], [-0.37, -5.90, 0.84], [-1.26, -4.87, 1.98], [-0.69, -6.62, 3.26], [0.56, -5.44, 3.68], [-0.35, -8.09, 1.81], [1.14, -9.01, 2.19], [1.11, -7.95, 0.79], [9.47, 0.28, 2.22], [9.12, 1.64, 2.34], [9.55, 2.41, 1.23], [9.05, 3.83, 1.36], [9.40, 4.51, 2.53], [8.76, 4.09, 3.67], [7.41, 4.71, 3.76], [7.57, 6.09, 3.91], [6.42, 6.80, 3.56], [8.79, -0.33, 2.80], [10.51, 0.10, 2.54], [9.39, -0.08, 1.18], [9.01, 2.07, 0.32], [10.62, 2.40, 0.97], [7.98, 3.88, 1.13], [9.62, 4.45, 0.67], [9.36, 4.42, 4.52], [8.71, 3.01, 3.73], [6.81, 4.34, 4.61], [6.79, 4.50, 2.87], [5.64, 6.69, 4.34], [5.99, 6.47, 2.60], [6.65, 7.86, 3.47], [-3.43, -3.98, -2.72], [-4.06, -2.72, -2.41], [-5.45, -2.72, -2.43], [-5.97, -3.11, -3.75], [-5.46, -2.22, -4.78], [-6.29, -1.15, -5.06], [-6.05, -0.48, -6.36], [-6.48, -1.32, -7.42], [-6.42, -0.67, -8.64], [-3.56, -4.19, -3.77], [-3.91, -4.76, -2.10], [-2.40, -3.91, -2.40], [-5.73, -1.71, -2.13], [-5.85, -3.34, -1.61], [-7.08, -3.08, -3.73], [-5.71, -4.12, -4.07], [-6.57, -0.52, -4.21], [-7.29, -1.63, -5.27], [-4.93, -0.34, -6.47], [-6.43, 0.55, -6.34], [-6.48, -1.41, -9.42], [-5.47, -0.12, -8.74], [-7.24, 0.05, -8.69], [-1.78, -0.80, -0.74], [-2.84, 0.04, -0.41], [-2.54, 1.25, 0.22], [-1.87, 1.19, 1.59], [-0.53, 0.77, 1.69], [0.33, 1.77, 1.19], [1.77, 1.40, 1.48], [2.56, 2.27, 0.70], [3.73, 2.77, 1.36], [-1.15, -1.06, 0.11], [-1.19, -0.38, -1.57], [-2.12, -1.72, -1.23], [-3.49, 1.78, 0.31], [-1.91, 1.90, -0.43], [-2.44, 0.59, 2.30], [-1.91, 2.22, 2.03], [0.10, 2.73, 1.71], [0.18, 1.91, 0.12], [1.94, 0.36, 1.13], [2.04, 1.44, 2.54], [4.25, 3.37, 0.63], [4.41, 1.96, 1.69], [3.40, 3.36, 2.23], [4.80, -0.54, -0.83], [6.11, -0.09, -0.82], [6.75, -0.04, -1.98], [6.33, -0.40, -2.99], [7.95, 0.48, -1.79], [8.61, 1.05, -2.94], [4.14, 0.18, -1.31], [4.49, -0.68, 0.20], [4.64, -1.50, -1.31], [9.46, 0.42, -3.18], [8.89, 2.06, -2.67], [7.93, 1.05, -3.79], [-5.01, 4.56, 0.78], [-6.26, 4.18, 1.22], [-7.25, 5.00, 0.94], [-7.16, 6.01, 0.39], [-8.33, 4.48, 1.43], [-9.52, 4.96, 0.95], [-4.85, 4.39, -0.28], [-4.27, 4.00, 1.34], [-4.83, 5.62, 0.94], [-9.87, 5.84, 1.51], [-10.30, 4.20, 1.00], [-9.48, 5.29, -0.10], [4.79, 5.11, -1.38], [3.45, 5.38, -1.13], [3.24, 6.27, -0.25], [4.06, 6.91, 0.31], [1.96, 6.36, -0.10], [1.52, 7.14, 1.01], [5.32, 4.74, -0.49], [5.32, 6.02, -1.70], [4.94, 4.36, -2.14], [1.45, 6.53, 1.92], [0.52, 7.54, 0.83], [2.18, 7.99, 1.21], [-2.46, -0.09, -3.79], [-1.46, 0.86, -4.27], [-0.67, 1.55, -4.67], [-2.96, -0.59, -4.63], [-3.21, 0.41, -3.18], [-2.01, -0.94, -3.30]]
}